*a*
{"formula": "C3H6OS2", "method": "ωB97M-V/def2-TZVPD", "species": ["C", "C", "C", "H", "H", "H", "H", "H", "H", "O", "S", "S"], "coordinates": [[-1.16, -0.06, 0.84], [-0.37, 0.90, -0.03], [0.82, 0.28, -0.73], [-0.88, -2.17, -0.14], [-0.53, -0.49, 1.61], [-1.97, 0.49, 1.41], [0.37, -0.27, -1.57], [1.28, 1.20, -1.19], [2.91, 0.09, 0.45], [-0.73, 2.03, -0.26], [-1.77, -1.24, -0.41], [2.03, -0.78, 0.03]], "homo_lumo_gap_ha": 0.3570, "charge": 0, "smiles": "O=C(CS)CS", "multiplicity": 1}

*b*
{"formula": "C3H6OS2", "method": "ωB97M-V/def2-TZVPD", "species": ["C", "C", "C", "O", "S", "S", "H", "H", "H", "H", "H", "H"], "coordinates": [[0.32, -0.65, 0.98], [-2.74, 0.18, 0.43], [2.80, -0.58, 0.10], [-1.38, -1.81, -0.81], [-1.50, -1.24, 0.60], [1.12, -1.03, -0.40], [-3.66, -0.33, 0.08], [-2.96, 0.63, 1.40], [-2.14, 0.69, -0.33], [3.46, -1.29, -0.19], [2.65, -0.66, 1.29], [3.07, 0.42, -0.21]], "homo_lumo_gap_ha": 0.2957, "charge": 0, "multiplicity": 1}

Stability comparison, relative energies in kcal/mol: *a* 0.0; *b* 85.7